{
  "formula": "C40H77FN8O4P2",
  "method": "ωB97M-V/def2-TZVPD",
  "smiles": "[H]/N=C(/N)NCCCCc1c(CC[C@@H](C)CCC=C(C)C)c([C@H](C)F)c2nc(C)c(P(C)C)nc2c1[PH2]=N.COCCNCCOC.COCCNCCOC",
  "lumo_ev": -0.48,
  "mol_weight_g_mol": 815.05,
  "charge": 0,
  "orbital_gap_ha": 0.2479,
  "e_tot_ev": -84127.53918,
  "symbols": ["C", "C", "C", "C", "C", "C", "C", "C", "C", "C", "C", "C", "C", "C", "C", "C", "N", "C", "N", "N", "C", "P", "N", "C", "N", "C", "P", "C", "C", "C", "C", "N", "C", "C", "C", "C", "F", "H", "H", "H", "H", "H", "H", "H", "H", "H", "H", "H", "H", "H", "H", "H", "H", "H", "H", "H", "H", "H", "H", "H", "H", "H", "H", "H", "H", "H", "H", "H", "H", "H", "H", "H", "H", "H", "H", "H", "H", "H", "H", "H", "H", "H", "H", "H", "C", "O", "C", "C", "N", "C", "C", "O", "C", "H", "H", "H", "H", "H", "H", "H", "H", "H", "H", "H", "H", "H", "H", "H", "C", "O", "C", "C", "N", "C", "C", "O", "C", "H", "H", "H", "H", "H", "H", "H", "H", "H", "H", "H", "H", "H", "H", "H"],
  "coordinates": [[6.8105, -2.1771, 3.7545], [6.1911, -2.0245, 2.3553], [6.1446, -0.6132, 1.8079], [5.7385, -3.1080, 1.6261], [4.4470, -3.8864, 1.9453], [3.2665, -3.0350, 1.4228], [1.8820, -3.5839, 1.8616], [1.4185, -4.5731, 0.7424], [0.7643, -2.4957, 1.9117], [1.0244, -1.4039, 2.9918], [0.4254, -0.0351, 2.6803], [-0.5385, 0.5501, 3.5873], [-1.0028, -0.2061, 4.8412], [-2.3268, -0.9745, 4.4459], [-3.4763, -0.8816, 5.4860], [-4.7365, -0.1620, 4.9342], [-5.7221, -1.1121, 4.3573], [-5.6265, -1.1620, 2.9143], [-5.8349, -0.1772, 2.1357], [-5.2808, -2.4387, 2.3936], [-1.0721, 1.7944, 3.3550], [-2.2487, 2.6118, 4.5122], [-1.4542, 3.6955, 5.3590], [-0.7255, 2.5508, 2.1970], [-1.3067, 3.7822, 2.0581], [-0.8982, 4.3784, 0.9633], [-1.5586, 6.0908, 0.6438], [0.0072, 7.1281, 0.6558], [-2.3834, 6.5867, 2.2354], [0.0084, 3.8150, -0.0084], [0.3857, 4.5731, -1.2751], [0.5413, 2.6324, 0.1576], [0.1791, 1.9822, 1.3102], [0.7582, 0.7050, 1.5735], [1.7758, 0.1746, 0.5701], [3.0337, 1.0798, 0.4732], [1.2344, 0.1300, -0.7232], [7.8009, -2.6242, 3.5954], [6.1913, -2.8090, 4.4091], [6.9927, -1.1983, 4.2211], [6.2472, -0.6007, 0.7083], [5.1952, -0.1274, 2.0692], [6.9543, 0.0266, 2.1988], [6.3685, -3.4340, 0.7834], [4.5443, -4.8405, 1.4059], [4.4078, -4.0594, 3.0329], [3.2953, -3.0119, 0.3212], [3.4621, -1.9983, 1.7362], [1.9618, -4.1282, 2.8128], [1.8602, -5.5713, 0.8685], [1.6352, -4.1811, -0.2589], [0.3239, -4.6872, 0.7981], [0.6607, -2.0591, 0.9120], [-0.1497, -3.0318, 2.2003], [2.1104, -1.2559, 3.1285], [0.6757, -1.8098, 3.9457], [-0.2446, -0.9107, 5.1933], [-1.2094, 0.4684, 5.6783], [-2.6537, -0.6849, 3.4381], [-2.0466, -2.0393, 4.3834], [-3.7959, -1.8430, 5.9014], [-3.1437, -0.2670, 6.3401], [-5.2328, 0.2825, 5.8124], [-4.4878, 0.6696, 4.2576], [-6.6273, -0.7043, 4.5779], [-6.0641, 0.6477, 2.6921], [-6.1075, -3.0154, 2.5545], [-5.2202, -2.2990, 1.3853], [-2.8046, 1.6863, 5.4136], [-3.2715, 3.2709, 3.7892], [-0.4791, 3.6660, 5.0738], [0.8769, 6.4679, 0.8055], [0.1704, 7.6272, -0.3050], [0.0126, 7.8285, 1.4996], [-3.4648, 6.4285, 2.1764], [-2.1999, 7.6543, 2.4275], [-1.9423, 6.0550, 3.0941], [-0.4460, 5.2020, -1.6149], [1.3202, 5.1227, -1.1230], [0.5267, 3.8035, -2.0472], [2.1382, -0.8180, 0.8290], [3.2064, 1.5773, 1.4373], [2.9094, 1.8389, -0.3048], [3.8968, 0.4564, 0.2016], [1.7249, 0.4235, -5.8271], [2.7230, 0.7733, -4.8868], [2.5254, 0.1941, -3.5983], [3.5893, -0.8468, -3.3058], [3.4120, -2.0373, -4.1310], [4.5387, -2.9669, -4.0839], [5.8853, -2.4843, -4.6224], [5.9073, -2.2627, -6.0214], [5.4490, -0.9872, -6.4358], [1.8791, 1.0320, -6.7174], [1.7980, -0.6310, -6.1137], [0.7240, 0.6297, -5.4354], [1.5205, -0.2211, -3.4864], [2.6295, 1.0040, -2.8718], [3.5308, -1.1313, -2.2504], [4.5662, -0.3780, -3.4830], [3.2753, -1.7524, -5.0920], [4.2454, -3.8428, -4.6689], [4.6697, -3.3078, -3.0514], [6.6080, -3.2850, -4.4408], [6.2657, -1.6085, -4.0835], [5.6618, -0.2104, -5.6975], [4.3786, -1.0128, -6.6557], [5.9646, -0.7339, -7.3630], [-4.0749, -0.1851, -0.6445], [-4.5308, -1.1974, -1.5325], [-5.9349, -1.1617, -1.7620], [-6.2326, -0.7382, -3.1881], [-5.9136, 0.6701, -3.3970], [-5.9298, 1.0835, -4.7985], [-4.9048, 0.4504, -5.7396], [-3.5627, 0.8160, -5.4694], [-2.9148, 0.0386, -4.4763], [-3.0278, -0.3899, -0.4171], [-4.1387, 0.8065, -1.1067], [-4.6459, -0.1966, 0.2897], [-6.4494, -0.5227, -1.0386], [-6.3039, -2.1833, -1.6223], [-7.2941, -0.9000, -3.3987], [-5.6476, -1.3869, -3.8528], [-4.9925, 0.8564, -3.0226], [-5.7615, 2.1637, -4.8075], [-6.9340, 0.9185, -5.2021], [-5.1156, 0.8293, -6.7438], [-5.0063, -0.6394, -5.8024], [-3.2755, -0.9925, -4.4563], [-3.0298, 0.4955, -3.4900], [-1.8484, 0.0274, -4.7058]],
  "forces_ev_per_a": [[-1.434, 0.518, -0.016], [0.064, 0.137, 0.576], [2.178, -0.193, -0.799], [0.019, 0.009, 0.257], [2.065, -0.303, 0.126], [0.083, -0.211, 0.445], [-0.321, 0.163, -1.644], [-0.397, -0.207, 0.746], [0.774, -0.233, 0.949], [0.415, 0.027, -0.564], [-0.816, 0.278, 0.843], [0.461, -0.246, 0.934], [-0.750, -0.117, -0.934], [0.544, -1.070, 0.833], [-0.118, 1.129, -0.428], [0.011, -0.584, 1.285], [-0.027, 0.544, -0.491], [-0.142, -0.147, -0.070], [-0.071, -0.223, 0.476], [-0.645, 1.034, -0.087], [-1.069, -0.394, -0.148], [2.143, 1.866, 0.710], [-0.161, -0.451, -0.183], [-0.780, -0.642, 1.394], [1.195, -0.723, -1.382], [-0.439, 1.722, 0.343], [-0.316, 0.470, -0.256], [0.442, -0.793, 0.253], [0.677, -0.156, 0.291], [0.190, -0.080, -0.204], [-0.481, -0.933, 0.128], [-0.515, 0.564, 0.524], [0.508, -0.088, -0.600], [0.254, -0.649, -0.743], [0.982, 1.429, -0.141], [-0.094, -0.375, 0.050], [-0.205, -0.611, 0.277], [-0.340, -0.112, 0.093], [0.449, 0.056, 0.000], [-0.307, -0.309, 0.067], [-0.300, -0.043, 0.241], [0.062, -0.399, 0.023], [-0.261, -0.097, -0.036], [-1.368, 1.110, -1.047], [-0.509, 0.034, 0.394], [-0.468, -0.039, -0.247], [0.098, 0.034, 0.296], [-0.185, -0.310, 0.186], [-0.067, 0.293, -0.090], [0.008, 0.285, -0.212], [0.083, -0.089, 0.258], [0.313, -0.165, -0.010], [-0.262, -0.217, 0.223], [-0.029, 0.312, -0.379], [-0.273, -0.125, -0.112], [0.040, 0.269, -0.283], [-0.245, 0.262, -0.015], [0.214, 0.020, -0.261], [-0.016, 0.050, 0.328], [-0.130, 0.287, -0.295], [0.149, 0.107, -0.267], [0.071, -0.306, -0.186], [0.059, -0.042, -0.334], [0.005, -0.303, 0.011], [-0.022, -0.231, -0.178], [0.168, 0.046, -0.178], [0.491, -0.391, 0.226], [0.080, -0.247, 0.041], [-0.532, -0.151, -0.750], [-0.262, -0.890, -0.072], [-0.050, 0.241, 0.186], [-0.226, 0.224, 0.019], [-0.255, 0.079, 0.302], [-0.148, -0.023, -0.353], [0.284, -0.111, 0.059], [-0.112, -0.228, -0.354], [-0.345, -0.040, -0.231], [0.390, 0.184, 0.183], [-0.287, 0.078, -0.179], [0.226, 0.306, 0.175], [-0.439, 0.120, -0.094], [0.156, -0.131, -0.255], [-0.159, -0.142, 0.276], [-0.132, 0.228, 0.165], [0.176, 0.096, 0.011], [-0.253, -0.174, -0.093], [0.345, 0.250, 0.251], [-0.114, -0.076, -0.292], [0.149, 0.059, 0.140], [-0.223, -0.010, -0.216], [0.154, -0.321, 0.127], [-0.002, 0.187, 0.158], [0.030, -0.202, -0.246], [0.045, 0.016, 0.033], [-0.168, -0.026, 0.005], [-0.017, -0.072, -0.025], [0.015, -0.061, -0.107], [-0.067, -0.032, 0.029], [0.009, -0.011, -0.001], [0.000, 0.125, 0.168], [-0.042, 0.005, 0.014], [0.089, -0.035, 0.029], [0.038, 0.074, 0.021], [-0.010, -0.002, -0.033], [-0.120, 0.108, -0.068], [-0.078, -0.024, 0.054], [-0.032, 0.188, 0.083], [0.045, -0.038, 0.028], [0.107, -0.121, 0.045], [-0.032, 0.169, 0.166], [-0.059, -0.352, -0.205], [0.199, 0.216, 0.105], [-0.055, -0.156, -0.128], [0.137, 0.154, 0.216], [-0.163, 0.181, -0.283], [-0.080, -0.227, 0.054], [0.150, 0.271, -0.068], [0.015, -0.047, -0.110], [-0.034, 0.061, 0.110], [0.084, 0.169, -0.238], [0.111, 0.112, -0.025], [-0.039, 0.015, -0.002], [0.003, 0.017, -0.029], [-0.108, -0.171, 0.029], [-0.030, 0.000, 0.049], [-0.012, -0.010, -0.094], [0.019, -0.080, -0.009], [0.027, 0.018, 0.013], [0.064, -0.026, 0.162], [-0.072, 0.023, 0.052], [-0.016, -0.184, 0.094], [-0.020, 0.001, -0.058]]
}